No. 1
ORCA calculation (ωB97M-V/def2-TZVPD) on C28H28FN5O3 in the gas phase.

Computed properties:
2S+1: 1
Structure (SMILES): O=C(NCc1ccc(F)cc1)[C@H](c1ccccc1)N(C[C@H]1CCCO1)C(=O)Cn1nnc2ccccc21
Gap between HOMO and LUMO (eV): 9.09
E_tot (Eh): -1683.1685
Energy relative to the best compared isomer or geometry (same formula, charge and spin) (kcal per mole): 0.6

XYZ file:
```
65
C28H28FN5O3, DFT ωB97M-V/def2-TZVPD
F -5.41 2.14 0.26
O 1.13 -3.12 -0.24
O 1.18 2.14 2.52
O 1.28 1.20 -1.82
N 0.84 2.84 0.40
N -1.45 -0.50 -1.71
N -3.22 0.71 -1.70
N -2.00 0.69 -2.01
N 1.14 -0.05 0.05
C 0.49 -1.05 0.86
C -2.40 -1.31 -1.17
C -0.09 3.90 0.73
C 0.82 -3.28 2.08
C -3.68 3.55 -0.50
C 2.10 0.81 0.75
C -3.30 1.98 1.30
C -4.77 -0.99 -0.66
C 3.32 1.14 -0.08
C 1.29 -2.36 0.95
C 1.34 2.02 1.32
C -3.56 -0.50 -1.16
C 5.04 0.44 -1.60
C 3.90 2.40 -0.02
C 5.05 2.67 -0.75
C -2.36 3.98 -0.38
C 0.84 0.22 -1.24
C -0.06 -0.77 -1.98
C 5.62 1.69 -1.55
C -2.00 2.42 1.41
C -4.77 -2.28 -0.18
C -1.52 3.43 0.58
C 1.18 -4.51 0.06
C 1.31 -4.64 1.58
C 3.91 0.16 -0.87
C -2.42 -2.62 -0.69
C -4.13 2.56 0.35
C -3.62 -3.08 -0.20
H 0.10 4.75 0.08
H -0.27 -3.26 2.13
H -3.69 1.20 1.94
H -0.51 -1.27 0.49
H 1.23 -3.00 3.04
H 0.17 -1.80 -1.70
H 0.72 -5.47 1.97
H 5.49 3.65 -0.70
H 2.36 -2.13 1.08
H 2.02 -4.96 -0.47
H 0.25 -4.97 -0.31
H -3.68 -4.09 0.18
H -5.68 -2.70 0.22
H -5.65 -0.37 -0.65
H 5.49 -0.34 -2.21
H -1.35 2.00 2.15
H 2.35 -4.79 1.86
H -1.53 -3.23 -0.72
H 0.10 4.17 1.77
H 0.39 -0.64 1.87
H 3.46 -0.83 -0.92
H 0.13 -0.62 -3.05
H 0.98 2.61 -0.58
H 3.47 3.17 0.60
H 6.51 1.91 -2.12
H -2.00 4.75 -1.04
H -4.34 3.97 -1.23
H 2.45 0.23 1.62
```

Formally, the Mulliken partial charges of the atoms, in units of the elementary charge, are as follows: -0.43, -0.31, -0.71, -0.75, 0.17, 0.73, -0.36, -0.87, 0.85, -1.95, 1.55, -1.33, -0.79, -0.48, 0.74, -0.27, -0.74, 0.24, 0.84, -0.43, -0.09, -0.94, -0.45, -0.89, -0.73, 0.95, -1.71, -0.49, -0.23, -0.65, 0.53, -0.59, -0.65, -0.04, -0.61, 0.30, -0.56, 0.45, 0.39, 0.46, 0.37, 0.42, 0.40, 0.37, 0.41, 0.24, 0.30, 0.32, 0.42, 0.38, 0.50, 0.42, 0.52, 0.32, 0.48, 0.38, 0.31, 0.38, 0.38, 0.31, 0.44, 0.39, 0.34, 0.42, 0.64


No. 2
ORCA calculation (ωB97M-V/def2-TZVPD) on a molecular structure, C28H28GaN2Si.

Computed properties:
Charge: +1
2S+1: 1
Gap between HOMO and LUMO (spin up / spin down) (eV): 4.71 / 4.71
E_tot (Eh): -3407.1345

XYZ file:
```
60
C28H28GaN2Si, DFT ωB97M-V/def2-TZVPD
Ga -0.66 -1.28 0.83
Si 0.19 -0.36 -2.70
N -1.78 -1.23 2.44
N 0.82 -1.22 2.14
C 3.94 -1.68 -3.57
C 1.31 -1.55 4.46
C 2.54 -1.63 -3.63
C -1.75 -1.63 4.77
C -1.23 2.11 2.66
C -0.32 2.04 0.54
C 4.02 0.71 -3.05
C -0.78 1.70 -4.27
C -3.12 -1.02 2.43
C 2.12 -0.95 1.88
C -3.10 2.07 -2.71
C 2.62 0.78 -3.12
C 4.67 -0.52 -3.25
C -1.54 2.01 1.27
C -0.99 -2.23 -1.97
C 1.88 -0.42 -3.34
C 0.18 2.18 2.79
C 3.08 -1.06 2.89
C 2.67 -1.40 4.19
C -2.32 0.92 -2.55
C -2.70 3.04 -3.64
C -1.57 2.85 -4.43
C -3.14 -1.53 4.79
C 0.75 2.13 1.48
C 0.38 -1.43 3.42
C -1.13 0.76 -3.28
C -1.05 -1.45 3.58
C -3.82 -1.20 3.61
H 4.59 1.63 -2.85
H 1.80 2.15 1.22
H -1.16 -1.86 5.65
H -3.57 -0.73 1.48
H 0.94 -1.78 5.46
H -3.30 3.95 -3.76
H -1.72 -1.96 -2.76
H 4.46 -2.62 -3.78
H 0.45 0.23 -1.37
H -4.01 2.20 -2.12
H -1.29 3.59 -5.18
H -3.69 -1.72 5.71
H 0.11 1.55 -4.87
H -4.90 -1.10 3.60
H 2.08 1.72 -2.99
H -0.22 2.01 -0.54
H -2.54 1.96 0.83
H -2.63 0.15 -1.84
H 4.13 -0.91 2.65
H 3.42 -1.53 4.98
H 0.16 -1.72 -2.05
H -1.96 2.16 3.47
H -1.44 -2.15 -0.96
H 0.75 2.29 3.71
H -0.70 -3.27 -2.14
H 5.76 -0.56 -3.18
H 1.94 -2.51 -3.89
H 2.37 -0.64 0.87
```

Formally, the Mulliken partial charges of the atoms, in units of the elementary charge, are as follows: 0.17, 0.40, 0.07, 0.13, -0.52, -0.72, -0.61, -0.67, -0.79, -0.29, -0.63, -0.37, -0.07, -0.16, -0.53, -0.45, -0.51, -0.62, -0.68, 0.92, -0.54, -0.65, -0.56, -0.06, -0.51, -0.56, -0.56, -1.09, 0.60, 0.38, 0.66, -0.70, 0.41, 0.52, 0.43, 0.44, 0.38, 0.38, 0.33, 0.39, -0.32, 0.37, 0.40, 0.44, 0.42, 0.42, 0.37, 0.69, 0.54, 0.13, 0.41, 0.44, 0.31, 0.49, -0.11, 0.50, 0.46, 0.40, 0.38, 0.50


No. 3
ORCA calculation (ωB97M-V/def2-TZVPD) on a molecular structure, C28H28IN3O2PTi.

Computed properties:
Charge: +1
2S+1: 1
Gap between HOMO and LUMO (eV): 8.41
E_tot (Eh): -2886.9454
Energy relative to the best compared isomer or geometry (same formula, charge and spin) (kcal per mole): 3.7

XYZ file:
```
64
C28H28IN3O2PTi, DFT ωB97M-V/def2-TZVPD
I 5.61 2.20 0.37
Ti 0.04 -0.51 -1.50
P -0.33 0.97 0.51
O 1.55 -0.14 -4.97
O 0.46 -0.95 -3.19
N -0.15 -1.82 -0.47
N -1.94 -0.12 -1.75
N -2.04 0.77 0.39
C -1.09 3.67 0.32
C 3.38 1.22 -3.23
C 0.22 5.47 1.22
C 0.86 -3.87 0.37
C -3.89 -0.90 -2.88
C 0.04 0.30 2.16
C 4.28 1.77 -2.34
C 2.51 -0.20 -1.48
C -0.17 2.76 0.82
C -4.66 -0.57 -1.77
C -0.41 -3.21 -0.20
C 4.28 1.34 -1.01
C -0.80 -3.91 -1.51
C 3.41 0.35 -0.58
C -1.56 -3.32 0.82
C 0.63 -0.71 4.67
C 1.29 -1.21 3.56
C 1.15 4.56 1.70
C -0.32 0.29 4.54
C 1.46 -0.31 -3.79
C -4.06 -0.02 -0.66
C -0.61 0.81 3.29
C 0.99 -0.71 2.30
C -2.68 0.20 -0.67
C -0.89 5.03 0.53
C -2.54 -0.66 -2.83
C 2.48 0.25 -2.81
C 0.96 3.21 1.50
H -1.31 1.63 3.19
H 1.93 -1.09 -1.18
H -1.89 -0.91 -3.66
H -1.60 -4.32 1.24
H 1.47 -1.10 1.42
H 4.98 2.52 -2.67
H 2.03 4.91 2.24
H 0.73 -4.95 0.42
H -1.40 -2.60 1.63
H 3.35 1.52 -4.27
H -2.60 0.97 1.20
H 2.04 -1.98 3.67
H 3.46 0.00 0.44
H -4.33 -1.34 -3.76
H 1.72 -3.65 -0.26
H -4.64 0.23 0.22
H 0.04 -3.90 -2.21
H 0.86 -1.11 5.65
H -1.96 3.33 -0.23
H -1.61 5.75 0.15
H -1.64 -3.38 -1.97
H -2.51 -3.10 0.33
H -1.09 -4.94 -1.32
H 0.37 6.53 1.38
H 1.05 -3.50 1.38
H -5.73 -0.75 -1.78
H 1.67 2.49 1.89
H -0.83 0.68 5.41
```

Formally, the Mulliken partial charges of the atoms, in units of the elementary charge, are as follows: 0.13, -0.74, 1.57, -0.59, -0.34, 0.54, 0.17, 0.06, -0.40, -0.83, -0.50, -1.54, -0.84, 0.16, -0.40, 0.35, 0.33, -0.41, 1.11, -0.35, -1.62, -0.18, -1.41, -0.64, -0.95, -0.78, -0.85, 0.46, -0.88, -0.50, 0.21, 0.49, -0.78, -0.25, -0.15, -0.34, 0.39, 0.45, 0.49, 0.45, 0.48, 0.42, 0.44, 0.49, 0.26, 0.53, 0.27, 0.48, 0.62, 0.47, 0.31, 0.44, 0.33, 0.41, 0.41, 0.43, 0.29, 0.32, 0.46, 0.41, 0.31, 0.46, 0.41, 0.44


No. 4
ORCA calculation (ωB97M-V/def2-TZVPD) on a molecular structure, C28H28IrN6O2PSSe2.

Computed properties:
Charge: +3
2S+1: 2
Gap between HOMO and LUMO (spin up / spin down) (eV): 5.75 / 5.00
E_tot (Eh): -7208.5898
Expectation value of S²: 0.82
Energy relative to the best compared isomer or geometry (same formula, charge and spin) (kcal per mole): 71.9

XYZ file:
```
69
C28H28IrN6O2PSSe2, DFT ωB97M-V/def2-TZVPD
Ir 0.69 -0.47 -0.98
Se 0.71 -2.92 -3.88
Se -1.32 -2.32 -2.94
S 0.51 -0.25 2.40
P -1.35 0.76 -1.33
O 1.33 -1.25 2.99
O -0.83 -0.60 1.99
N 1.53 -0.29 -3.15
N 1.22 0.38 1.04
N 0.14 -2.53 -0.58
N 0.11 4.11 6.31
N 3.45 0.43 1.87
N 2.94 0.03 -0.39
C 1.48 2.70 4.96
C 1.43 -1.16 -4.17
C -5.04 -0.71 -2.27
C -1.27 -4.57 0.60
C 5.20 0.08 0.29
C 2.46 0.38 -5.68
C -4.51 -1.44 -0.04
C -3.80 -0.11 -2.38
C 2.58 0.29 0.89
C -0.88 1.50 4.00
C 4.23 -0.07 -0.68
C -1.67 -4.07 -0.63
C -0.93 -3.05 -1.19
C 0.20 3.13 5.42
C 0.38 1.11 3.55
C -2.92 -0.14 -1.30
C 1.56 1.69 4.04
C 1.87 -0.85 -5.45
C -5.40 -1.37 -1.11
C -3.27 -0.83 -0.13
C -0.98 2.50 4.93
C 2.58 1.27 -4.62
C 4.74 0.31 1.59
C -0.12 -4.08 1.20
C -1.34 1.75 -2.85
C 0.56 -3.06 0.58
C 2.09 0.90 -3.38
C -1.46 1.97 0.01
H 2.82 0.64 -6.67
H -2.38 2.55 -0.12
H -1.85 -5.36 1.07
H 2.52 1.33 3.69
H 2.17 1.57 -2.54
H -2.58 -0.88 0.69
H 2.38 3.15 5.36
H -3.55 0.40 -3.30
H 4.50 -0.27 -1.71
H 1.47 -2.66 1.01
H -2.52 -4.48 -1.17
H -0.80 4.42 6.65
H 5.42 0.40 2.42
H 3.05 2.24 -4.76
H 0.93 4.57 6.69
H 1.74 -1.57 -6.25
H 6.25 0.02 0.07
H -1.49 1.44 0.96
H 0.24 -4.48 2.13
H -2.26 2.34 -2.89
H -0.49 2.42 -2.83
H -1.76 0.99 3.63
H -1.95 2.81 5.31
H -0.60 2.64 0.00
H -1.27 1.11 -3.73
H -5.73 -0.67 -3.10
H -4.79 -1.96 0.87
H -6.37 -1.85 -1.03
```

Formally, the Mulliken partial charges of the atoms, in units of the elementary charge, are as follows: 1.55, 0.04, 0.26, 1.57, 1.40, -0.69, -0.57, 0.32, -0.09, 0.17, -0.31, -0.32, -0.13, -0.75, 0.12, -0.76, -0.34, -1.03, -0.35, -0.90, -0.06, 0.21, -0.47, -0.03, -0.84, 0.15, 1.14, -0.33, -0.19, -0.66, -0.82, -0.60, -0.40, -0.78, -1.01, -0.20, -0.86, -1.63, -0.43, -0.22, -1.09, 0.46, 0.54, 0.48, 0.61, 0.60, 0.46, 0.38, 0.42, 0.47, 0.75, 0.53, 0.26, 0.48, 0.48, 0.26, 0.50, 0.44, 0.09, 0.53, 0.57, 0.44, 0.59, 0.37, 0.43, 0.40, 0.46, 0.50, 0.45


No. 5
ORCA calculation (ωB97M-V/def2-TZVPD) on a molecular structure, C28H28N4PPtS3Te.

Computed properties:
Charge: +1
2S+1: 1
Gap between HOMO and LUMO (eV): 5.48
E_tot (Eh): -3225.9425
Energy relative to the best compared isomer or geometry (same formula, charge and spin) (kcal per mole): 13.6

XYZ file:
```
66
C28H28N4PPtS3Te, DFT ωB97M-V/def2-TZVPD
Pt -0.93 0.36 0.44
Te 2.09 1.68 0.50
S 0.40 3.35 -1.85
S -0.46 -0.16 -1.73
S -2.22 2.24 0.13
P -1.51 3.39 -1.47
N 0.05 -1.32 0.91
N 0.99 -2.26 -2.36
N 0.62 -2.01 -0.12
N -1.18 0.31 2.49
C -1.80 7.30 -0.40
C -1.29 6.06 -0.75
C -1.84 1.08 4.64
C 0.17 -1.65 2.15
C 2.85 3.38 1.55
C 3.68 1.50 2.99
C -3.81 2.16 -5.25
C 0.96 -2.82 2.63
C -1.81 1.19 3.26
C 4.49 1.02 4.02
C 5.32 1.88 4.72
C -2.42 3.71 -4.05
C -3.88 1.35 -4.13
C -0.54 -0.91 4.44
C 2.76 0.58 2.22
C -3.17 7.50 -0.32
C 3.72 2.85 2.66
C -3.22 1.72 -2.97
C -0.53 -0.74 3.07
C -3.54 5.21 -0.96
C -3.09 3.35 -5.21
C -2.16 5.01 -1.03
C -4.04 6.45 -0.60
C -2.49 2.89 -2.92
C 0.43 -1.55 -1.39
C 4.55 3.71 3.38
C -1.20 0.01 5.24
C 5.35 3.23 4.40
H -3.04 3.99 -6.08
H -1.21 -0.11 6.31
H 2.01 3.97 1.93
H 4.47 -0.04 4.26
H 1.90 0.31 2.84
H 4.58 4.76 3.12
H 0.89 -1.94 -3.31
H 3.28 -0.34 1.93
H -2.28 2.01 2.74
H 1.76 -3.09 1.95
H -1.12 8.12 -0.19
H -3.56 8.47 -0.05
H 1.51 -3.11 -2.20
H 1.43 -2.59 3.59
H -4.33 1.88 -6.16
H -2.37 1.82 5.22
H 5.95 1.49 5.52
H -5.11 6.60 -0.55
H -0.22 5.90 -0.83
H -3.31 1.10 -2.08
H -4.22 4.39 -1.18
H -0.03 -1.75 4.89
H -1.85 4.63 -4.02
H 3.41 4.00 0.85
H 1.13 -2.86 0.08
H -4.46 0.43 -4.16
H 6.00 3.90 4.94
H 0.32 -3.69 2.78
```

Formally, the Mulliken partial charges of the atoms, in units of the elementary charge, are as follows: 0.65, 0.37, -0.43, -0.40, -0.69, 1.14, 0.01, -0.38, -0.34, -0.10, -0.53, -0.43, -0.69, 0.85, -1.21, 0.34, -0.44, -1.96, 0.20, -0.66, -0.60, -0.49, -0.77, -0.49, -0.52, -0.41, 0.67, 0.00, 0.46, -0.33, -0.66, 0.15, -0.69, -0.02, 0.60, -0.71, -0.61, -0.55, 0.40, 0.45, 0.41, 0.41, 0.09, 0.44, 0.22, 0.51, 0.35, 0.65, 0.40, 0.39, 0.19, 0.37, 0.39, 0.44, 0.40, 0.40, 0.34, 0.47, 0.38, 0.35, 0.38, 0.51, 0.23, 0.42, 0.40, 0.32


No. 6
ORCA calculation (ωB97M-V/def2-TZVPD) on a molecular structure, C28H28NO4.

Computed properties:
Charge: +1
2S+1: 1
Gap between HOMO and LUMO (eV): 5.98
E_tot (Eh): -1439.1868

XYZ file:
```
61
C28H28NO4, DFT ωB97M-V/def2-TZVPD
O 0.43 -6.13 3.19
O -3.08 -0.14 1.99
O 0.77 3.07 -4.63
O 3.61 2.15 -2.02
N -3.08 0.61 -0.13
C 0.47 -2.15 1.94
C 0.99 -4.49 1.42
C -0.04 2.35 -3.80
C 0.30 -0.78 1.44
C 3.27 -0.03 -0.87
C 1.01 -3.16 1.10
C 0.34 1.00 -3.56
C 1.31 1.34 0.63
C 2.11 2.03 -0.25
C -1.73 2.18 -2.04
C 0.15 -2.52 3.29
C -1.28 0.88 -1.73
C 3.05 1.34 -1.06
C 2.53 -0.68 0.08
C 0.54 -4.85 2.71
C 0.15 -3.86 3.64
C -1.14 2.92 -3.11
C -1.15 -0.83 0.18
C -4.93 1.23 1.35
C -3.63 0.49 1.14
C 2.09 3.47 -0.68
C -0.03 -6.05 4.57
C -1.79 0.19 -0.48
C -0.30 0.28 -2.55
C -0.33 -4.57 4.88
C 1.36 -0.09 0.66
C 3.16 3.52 -1.77
C 0.24 4.36 -5.14
H 0.61 1.90 1.27
H -1.49 3.93 -3.33
H 0.91 4.61 -5.96
H 1.09 3.74 -1.07
H 1.25 -5.27 0.71
H -0.79 4.25 -5.49
H -0.91 -6.69 4.67
H 2.88 -1.67 0.36
H -5.48 1.50 0.43
H -1.75 -1.36 0.88
H -0.52 -1.43 -0.49
H -2.48 2.68 -1.45
H -1.41 -4.42 5.05
H -0.09 -1.78 4.05
H 2.78 3.94 -2.71
H 4.02 4.11 -1.44
H 4.03 -0.51 -1.50
H 0.32 5.11 -4.34
H -3.64 1.20 -0.82
H 1.15 0.60 -4.14
H -4.73 2.15 1.93
H -0.01 -0.77 -2.39
H -5.58 0.61 1.98
H 1.41 -2.87 0.12
H 0.76 -6.44 5.21
H 0.20 -4.23 5.78
H 2.31 4.13 0.17
H -0.21 -0.10 2.14
```

Formally, the Mulliken partial charges of the atoms, in units of the elementary charge, are as follows: -0.52, -0.51, -0.43, -0.54, -0.16, 0.55, -1.60, 0.70, -0.04, -1.12, -0.85, -0.72, -0.75, 0.91, -1.17, -0.61, 0.30, -0.13, -0.54, 0.12, 1.06, -0.56, -1.21, -1.16, 0.66, -0.56, -0.39, 0.18, -0.15, -0.63, 0.62, -0.36, -0.90, 0.41, 0.42, 0.27, 0.11, 0.42, 0.40, 0.30, 0.90, 0.31, 0.99, 0.42, 0.33, 0.25, 0.44, 0.21, 0.35, 0.45, 0.35, 0.40, 0.47, 0.29, 0.41, 0.37, 0.69, 0.27, 0.32, 0.37, 0.60


Question: Which value of E_tot does entry 4 give?
Answer: -7208.5898 Eh